Molecular formula: C6H15N
Method: DFT, the ωB97M-V functional and the def2-TZVPD basis

E_LUMO: 0.0420 hartree
energy relative to the best compared isomer or geometry (same formula, charge and spin): 0.835 eV
gap between HOMO and LUMO: 9.978 eV
total charge: 0
HOMO energy: -0.325 Ha

Last columns: bonded neighbours and bond lengths (Å).
CARTESIAN COORDINATES (ANGSTROEM)
1 C -0.04 3.10 -0.95  C2 1.518, H8 1.080, H9 1.084, H10 1.097
2 C 0.60 1.82 -0.45  C1 1.518, N3 1.500, H11 1.086, H12 1.088
3 N -0.43 0.73 -0.38  C2 1.500, C4 1.495, H13 1.022
4 C 0.20 -0.50 0.20  N3 1.495, C5 1.530, C6 1.547, H14 1.089
5 C 0.77 -0.42 1.62  C4 1.530, H15 1.093, H16 1.090, H17 1.095
6 C -0.82 -1.65 0.05  C4 1.547, C7 1.519, H18 1.100, H19 1.096
7 C -0.31 -3.04 -0.26  C6 1.519, H20 1.087, H21 1.091, H22 1.095
8 H -0.95 3.27 -0.40  C1 1.080
9 H -0.22 3.09 -2.02  C1 1.084
10 H 0.57 3.98 -0.72  C1 1.097
11 H 0.97 1.96 0.57  C2 1.086
12 H 1.43 1.39 -1.01  C2 1.088
13 H -1.19 0.92 0.27  N3 1.022
14 H 1.03 -0.68 -0.49  C4 1.089
15 H 1.12 -1.41 1.92  C5 1.093
16 H 1.63 0.22 1.80  C5 1.090
17 H 0.02 -0.12 2.35  C5 1.095
18 H -1.55 -1.73 0.88  C6 1.100
19 H -1.47 -1.28 -0.75  C6 1.096
20 H 0.04 -3.12 -1.29  C7 1.087
21 H 0.36 -3.34 0.54  C7 1.091
22 H -1.16 -3.73 -0.16  C7 1.095

---

Molecular formula: C6H15N
Method: DFT, the ωB97M-V functional and the def2-TZVPD basis

E_LUMO: 0.0441 hartree
energy relative to the best compared isomer or geometry (same formula, charge and spin): 2.919 eV
gap between HOMO and LUMO: 9.533 eV
total charge: 0
HOMO energy: -0.306 Ha

Last columns: bonded neighbours and bond lengths (Å).
CARTESIAN COORDINATES (ANGSTROEM)
1 C 2.14 -1.11 -2.68  C2 1.742, H8 1.162, H9 1.031, H10 1.106
2 C 1.58 -1.47 -1.07  C1 1.742, C3 1.513, H11 1.159, H12 1.061
3 C 0.11 -1.25 -0.79  C2 1.513, N4 1.451, H13 1.181, H14 1.072
4 N -0.40 -0.03 -0.19  C3 1.451, C5 1.500, H15 1.069
5 C -1.38 -0.06 0.95  N4 1.500, C6 1.549, H16 1.025, H17 1.062
6 C -0.91 1.10 1.87  C5 1.549, C7 1.585, H18 1.058, H19 1.144
7 C -1.61 2.51 1.69  C6 1.585, H20 1.105, H21 1.106, H22 1.097
8 H 2.95 -0.28 -2.64  C1 1.162
9 H 1.32 -0.78 -3.21  C1 1.031
10 H 2.66 -2.01 -3.06  C1 1.106
11 H 2.26 -0.75 -0.46  C2 1.159
12 H 1.86 -2.45 -0.78  C2 1.061
13 H -0.10 -2.07 0.04  C3 1.181
14 H -0.56 -1.48 -1.60  C3 1.072
15 H 0.46 0.51 0.15  N4 1.069
16 H -1.37 -1.01 1.33  C5 1.025
17 H -2.37 0.30 0.86  C5 1.062
18 H -1.22 0.81 2.84  C6 1.058
19 H 0.22 1.26 1.90  C6 1.144
20 H -2.70 2.29 1.73  C7 1.105
21 H -1.37 3.22 2.50  C7 1.106
22 H -1.55 2.77 0.62  C7 1.097